84
Properties=species:S:1:pos:R:3:forces:R:3:lowdin_charge:R:1 method="wB97M-V/def2-TZVPD" charge=-1 e_lumo_ev=0.00 e_tot_ev=-63859.787 largest_force_ev_per_a=2.576 homo_lumo_gap_ev=4.29
C -2.647205 6.673143 -3.974249 -0.1 0.0 0.5 -0.119
C -1.187559 6.289134 -4.627354 -0.8 0.2 0.3 -0.288
F -0.709839 5.000862 -4.035070 -0.5 1.4 0.2 -0.189
B -1.442216 6.000161 -6.230882 -0.1 0.6 0.5 -0.661
O -1.622405 7.287236 -6.939525 1.4 1.7 -0.4 -0.151
H -2.982988 5.789412 -3.257070 0.8 1.9 -1.3 0.074
H -2.647651 7.710975 -3.386376 0.0 -2.3 -1.0 0.064
H -3.483629 6.743565 -4.810418 2.0 -0.1 1.6 0.073
H -0.350085 7.080363 -4.407318 -1.5 -1.4 0.0 0.117
H -0.618519 5.297973 -6.702333 1.1 -0.5 -0.3 0.024
H -2.486856 5.419835 -6.315138 -0.6 -0.4 0.0 0.041
H -0.770433 7.813422 -6.993356 -1.6 -1.2 0.2 0.058
C 0.788715 4.559076 -1.365104 -0.1 -0.1 0.1 -0.037
C 2.048109 4.503414 -0.768586 -0.1 -0.4 0.2 -0.052
C 2.453845 3.346977 -0.100528 0.0 0.2 -0.1 -0.005
C 1.592403 2.246254 -0.018080 0.2 0.4 -0.1 -0.099
C 0.323918 2.310958 -0.593312 0.0 0.6 -0.3 -0.089
C -0.074689 3.466033 -1.278600 0.1 0.1 0.0 0.025
C -0.611662 1.174506 -0.469849 -1.4 0.4 -0.6 -0.315
O -1.724813 1.229176 -0.977915 0.6 -0.1 0.4 0.101
C -0.189850 -0.024381 0.281699 -0.2 -0.6 0.3 -0.106
C -1.087624 -1.085742 0.455934 0.1 -0.3 0.2 -0.008
C -0.692310 -2.228894 1.153965 0.0 0.3 -0.2 -0.056
C 0.599947 -2.319272 1.670468 0.1 0.3 -0.1 -0.056
C 1.494542 -1.261172 1.503228 -0.2 -0.2 0.0 -0.005
C 1.095191 -0.107399 0.815726 -0.1 -0.6 0.2 -0.093
C 2.036911 1.020762 0.675118 1.3 0.2 0.4 -0.290
O 3.171309 0.944024 1.132771 -0.6 -0.1 -0.1 0.082
H 0.475991 5.456931 -1.893671 0.0 -0.3 0.0 0.107
H 2.716105 5.360014 -0.825126 -0.1 -0.2 0.0 0.106
H 3.440468 3.308827 0.358292 -0.3 -0.2 -0.1 0.116
H -1.058352 3.518741 -1.741922 0.3 -0.1 0.1 0.124
H -2.097358 -1.024491 0.053080 0.3 0.2 0.0 0.126
H -1.392715 -3.049678 1.292606 0.1 0.2 -0.1 0.110
H 0.910503 -3.212604 2.207990 -0.1 0.2 -0.1 0.108
H 2.500200 -1.336869 1.913478 -0.2 0.2 -0.1 0.122
C -0.016079 -0.321643 -4.450886 -0.1 -0.2 -0.2 -0.026
C -0.052837 -0.795872 -3.139870 -0.1 -0.4 -0.1 -0.030
C -0.473993 -2.101206 -2.881025 0.1 0.3 0.0 0.021
C -0.871509 -2.931725 -3.935867 0.1 0.5 0.2 -0.086
C -0.858096 -2.449463 -5.244062 0.2 0.5 0.1 -0.088
C -0.418272 -1.144890 -5.503594 0.1 0.1 0.2 0.016
C -1.322203 -3.300025 -6.359061 0.1 0.8 -1.3 -0.279
O -1.307389 -2.878365 -7.508934 0.0 -0.4 0.6 0.097
C -1.812288 -4.661942 -6.067382 -0.3 -0.7 -0.2 -0.084
C -2.309323 -5.458232 -7.107441 -0.1 -0.3 0.1 0.004
C -2.762403 -6.752363 -6.842377 0.2 0.4 0.0 -0.065
C -2.711918 -7.257133 -5.543327 0.1 0.3 0.2 -0.067
C -2.222490 -6.464093 -4.504389 -0.1 -0.2 -0.3 0.001
C -1.780910 -5.160251 -4.765802 -0.3 -0.6 -0.3 -0.085
C -1.298453 -4.316804 -3.654414 0.1 -0.2 1.4 -0.279
O -1.258077 -4.758037 -2.511663 -0.1 0.1 -0.6 0.088
H 0.320874 0.692604 -4.653589 -0.1 -0.2 0.0 0.120
H 0.248579 -0.149989 -2.318187 0.0 -0.2 -0.3 0.091
H -0.495139 -2.466320 -1.855529 0.0 -0.1 -0.3 0.106
H -0.392146 -0.766057 -6.523810 -0.1 -0.2 0.2 0.125
H -2.349222 -5.072849 -8.125034 0.1 0.1 0.3 0.121
H -3.152815 -7.367072 -7.650576 0.1 0.1 0.1 0.104
H -3.058042 -8.267757 -5.337771 0.1 0.2 0.0 0.104
H -2.190669 -6.863202 -3.491926 0.1 0.3 -0.2 0.119
C 1.503199 -4.024137 8.830990 0.0 0.3 -0.3 -0.062
C 1.783344 -3.283270 9.978876 0.0 0.4 -0.1 -0.062
C 1.856316 -1.891034 9.910885 0.0 -0.3 0.0 0.003
C 1.660443 -1.237672 8.688093 0.0 -0.6 0.3 -0.086
C 1.404716 -1.979978 7.535827 0.0 -0.6 0.4 -0.083
C 1.314356 -3.376086 7.609492 0.1 -0.1 0.3 0.005
C 1.245657 -1.304768 6.231654 -0.3 -0.7 -1.3 -0.274
O 1.017469 -1.955838 5.219595 0.1 0.3 0.6 0.095
C 1.374209 0.164552 6.163432 0.0 0.5 -0.4 -0.082
C 1.283239 0.812389 4.924531 0.0 0.3 0.0 0.021
C 1.390365 2.202962 4.852776 0.0 -0.4 0.1 -0.043
C 1.578683 2.949392 6.015641 0.0 -0.3 0.3 -0.054
C 1.675272 2.306200 7.250475 0.0 0.1 -0.3 0.004
C 1.582546 0.909959 7.322901 0.0 0.5 -0.3 -0.089
C 1.721763 0.236337 8.629120 0.2 0.9 1.2 -0.279
O 1.891919 0.891262 9.651036 -0.1 -0.4 -0.6 0.092
H 1.437207 -5.108562 8.885685 0.0 0.2 0.0 0.106
H 1.943087 -3.789251 10.928427 0.0 0.1 -0.2 0.106
H 2.070265 -1.318855 10.812126 -0.1 0.0 -0.3 0.120
H 1.101499 -3.961303 6.716603 0.1 0.3 0.1 0.121
H 1.133077 0.237259 4.012236 0.0 0.0 0.3 0.110
H 1.324674 2.703525 3.889140 0.0 -0.1 0.2 0.110
H 1.654919 4.033186 5.960909 0.0 -0.2 0.0 0.109
H 1.827199 2.895145 8.153495 0.0 -0.3 -0.1 0.120